# 1
Entry from the OMol25 dataset: a molecular structure, C16H19Cl2IrN7OS2 (the ωB97M-V functional and the def2-TZVPD basis).

```
48
Properties=species:S:1:pos:R:3:forces:R:3
Ir -0.438378 0.119872 -0.267225 0.0 0.0 0.1
C 3.874744 2.540721 -3.603649 0.0 0.0 0.0
C 3.563679 1.066892 -3.802037 0.0 0.0 0.0
N 2.134864 0.765607 -3.631014 0.0 0.0 0.0
C 1.544524 0.676846 -2.448490 -0.1 0.0 0.0
S -0.222312 0.373569 -2.476463 0.0 0.0 -0.1
N 2.227219 0.842746 -1.345483 0.1 0.1 0.0
N 1.496510 0.698177 -0.209103 0.0 0.0 0.0
C 2.050646 0.809960 0.952920 0.0 0.0 0.0
C 3.486806 1.136290 1.149265 0.0 0.0 0.0
C 1.134477 0.617234 2.090832 0.0 0.0 0.0
C 1.536530 0.762226 3.403716 0.0 0.0 0.1
C 0.598089 0.617420 4.418908 0.0 0.0 0.0
C -0.717730 0.342569 4.093339 0.0 0.0 0.0
C -1.061375 0.198886 2.759012 0.0 0.0 0.0
N -0.156174 0.320124 1.789630 0.0 0.0 0.0
H 4.937688 2.712648 -3.767789 0.0 0.0 0.0
H 3.633336 2.862412 -2.590620 0.0 0.0 0.0
H 3.321392 3.155135 -4.313611 0.0 0.0 0.0
H 4.121148 0.446060 -3.101091 0.0 0.0 0.0
H 3.824855 0.749144 -4.809240 0.0 0.0 0.0
H 1.575821 0.599136 -4.452514 0.0 0.0 0.0
H 3.957292 1.364688 0.199421 0.0 0.0 0.0
H 4.002807 0.287117 1.603516 0.0 0.0 0.0
H 3.591300 1.990183 1.820072 0.0 0.0 0.0
H 2.566127 0.992282 3.634278 0.0 0.0 0.0
H 0.896128 0.730825 5.452439 0.0 0.0 0.0
H -1.477095 0.236361 4.854370 0.0 0.0 0.0
H -2.070979 -0.021859 2.444642 0.0 0.0 0.0
Cl -1.436120 2.353895 -0.106095 0.0 0.0 0.0
C -0.224936 3.599987 -0.638292 0.0 0.0 0.0
Cl 0.827181 4.076925 0.665385 0.0 0.0 0.0
H -0.828221 4.438836 -0.968203 0.0 0.0 0.0
H 0.338403 3.151659 -1.449528 0.0 0.0 0.0
O 1.321248 -3.752629 0.075231 0.0 0.0 0.0
C 0.798331 -2.712002 -0.050789 0.1 -0.1 0.0
N 0.202030 -1.690837 -0.178720 -0.1 0.1 -0.1
S -2.742824 -0.596012 -0.404635 0.1 -0.1 0.0
C -2.775081 -2.198286 0.258217 0.0 0.1 0.0
N -3.579707 -3.085285 -0.380613 0.0 0.0 0.0
C -3.765104 -4.347374 0.055524 0.0 0.0 0.0
C -3.092895 -4.758306 1.169314 0.0 0.0 0.0
C -2.267723 -3.814172 1.784374 0.0 0.0 0.0
N -2.124454 -2.567580 1.351851 0.0 0.0 0.0
H -4.046174 -2.767317 -1.223667 0.0 0.0 0.0
H -4.437501 -4.968547 -0.519302 0.0 0.0 0.0
H -3.198751 -5.761337 1.552133 0.0 0.0 0.0
H -1.706476 -4.076837 2.673633 0.0 0.0 0.0
```
Forces are in eV/Å.

## Properties
Maximum force in eV Å⁻¹: 0.2
Kohn-Sham gap (alpha / beta) in eV: 7.86 / 5.49
LUMO energy (alpha / beta) in eV: -6.6 / -8.9
2S+1: 2
ΔE to the lowest compared entry with this formula, charge and spin in kcal per mole: 3.08
Charge: +2

Atom charges from the Löwdin analysis, given in e for atoms 1 to 2: Ir 0.880; C -0.073

# 2
Entry from the OMol25 dataset: a molecular structure, C3H4HgLiO4 (the ωB97M-V functional and the def2-TZVPD basis).

```
13
Properties=species:S:1:pos:R:3:forces:R:3
O 1.787468 0.496038 -1.115845 -0.8 3.4 -2.0
O -0.126686 1.017994 0.492283 2.0 -0.8 -0.6
C -1.343971 0.304693 0.313992 0.5 -0.2 0.0
C -0.920974 -1.119086 -0.074986 -0.9 -0.5 0.8
O 0.303133 -1.059221 -0.776157 0.4 1.3 1.1
C 1.172307 -0.157791 -0.165662 -1.2 -5.0 -1.5
H -1.914216 0.287511 1.243986 0.0 0.0 0.0
H -1.962234 0.745421 -0.468445 0.1 0.2 -0.1
H -1.693685 -1.569083 -0.698979 0.4 -0.1 -0.1
H -0.795992 -1.728247 0.822750 0.0 0.0 0.0
O 2.151014 -0.702350 0.657661 -3.1 0.9 1.0
Li 0.563925 2.209843 -0.756354 -0.7 -0.5 -0.6
Hg 2.779905 1.274281 0.525751 3.3 1.4 2.0
```
Forces are in eV/Å.

## Properties
Maximum force in eV Å⁻¹: 5.3
Kohn-Sham gap (alpha / beta) in eV: 6.18 / 6.18
LUMO energy (alpha / beta) in eV: -7.9 / -7.9
ΔE to the lowest compared entry with this formula, charge and spin in kcal per mole: 68.28
Charge: +1

Atom charges from the Löwdin analysis, given in e for atoms 1 to 2: O -0.209; O -0.286

# 3
Entry from the OMol25 dataset: a gas-phase ion, C4H10N4O (charge +2) (the ωB97M-V functional and the def2-TZVPD basis).

```
19
Properties=species:S:1:pos:R:3:forces:R:3
N -0.485736 -0.610934 -2.371856 -1.4 -1.1 -0.4
C -0.274058 -0.627847 -1.132450 0.2 5.1 2.6
C 0.383637 -1.649775 -0.416166 1.7 -2.1 3.1
C 0.239101 -1.387711 1.167350 0.2 -1.6 -1.3
N 0.657578 -0.021253 1.543370 0.7 -1.8 1.0
C 0.237423 0.976734 0.828053 -1.5 2.0 -0.5
N 0.250311 2.286169 1.156317 0.3 -1.6 -0.3
N -0.569143 0.701230 -0.343421 2.2 -4.9 0.5
O -1.049922 1.701857 -1.091384 -1.1 2.8 0.5
H -0.685113 -1.546669 -2.782803 0.5 1.2 -0.6
H -0.824077 0.274412 -2.694589 -0.6 0.4 -1.3
H 0.120764 -2.708285 -0.778644 0.0 1.5 0.8
H 1.521694 -1.640059 -0.513462 -1.3 0.5 -0.7
H -0.764197 -1.530411 1.533050 -0.5 -0.1 -0.1
H 0.859876 -2.195518 1.608992 -0.2 1.1 0.2
H 1.056964 0.011541 2.519329 -0.4 0.8 -1.6
H 0.220915 2.877743 0.367103 -0.2 0.9 -1.0
H 0.743539 2.730971 1.913041 0.2 -0.6 0.6
H -1.639558 2.357808 -0.511830 1.2 -2.3 -1.5
```
Forces are in eV/Å.

## Properties
Maximum force in eV Å⁻¹: 5.7
Kohn-Sham gap in eV: 10.19
LUMO energy in eV: -8.9
Structure (SMILES): [NH2+]=C1CCNC(=[NH2+])N1O
ΔE to the lowest compared entry with this formula, charge and spin in kcal per mole: 40.31
Charge: +2

Atom charges from the Löwdin analysis, given in e for atoms 1 to 2: N 0.325; C -0.156